Entry 1:
Density functional theory data (ωB97M-V/def2-TZVPD) for an isolated ion of composition C12H15N2O and charge -1 in a non-equilibrium geometry.

## Properties
HOMO energy (alpha / beta): -2.724 / -2.722 eV
charge: -1

Geometry as XYZ:
```
30
Properties=species:S:1:pos:R:3:forces:R:3
C -1.4907 -2.5855 -0.7896 1.45 -1.49 0.03
C -2.6101 -2.6165 0.0929 1.22 0.83 -1.90
C -0.8295 -1.3860 -1.0282 1.83 0.68 -0.98
C -3.1961 -1.4360 0.4699 2.22 0.09 0.08
C -1.2722 -0.1628 -0.5010 -3.72 -0.98 1.07
C -2.5442 -0.2129 0.2194 -0.16 -0.85 -0.22
C -1.2515 2.2074 -0.1847 -1.06 -0.66 0.81
C -0.8344 3.3775 -0.6192 0.63 3.88 -1.23
C 3.6321 -0.6452 1.3982 1.17 1.16 -0.14
C 3.0665 -0.0706 0.1171 -4.11 -0.63 2.94
C 1.5783 0.3549 0.3809 1.57 2.58 -3.49
C 0.7579 0.9887 -0.8160 0.93 0.89 -0.13
N -0.7042 1.0300 -0.6745 2.37 -0.60 -0.05
N -3.3612 0.8942 0.3554 -0.02 1.86 -0.89
O -4.1444 0.9975 1.3002 0.40 -0.52 0.20
H -0.9567 -3.5358 -1.2418 -1.51 1.80 1.09
H -3.1212 -3.4826 0.3579 -0.52 -1.72 0.14
H 0.1372 -1.2553 -1.6655 -1.92 -0.98 1.05
H -4.0845 -1.5090 1.0335 -0.94 0.53 0.47
H -1.2524 4.3933 -0.1643 0.90 -2.31 -0.94
H -0.0811 3.6076 -1.5532 -1.65 -0.61 1.97
H 3.4024 -1.7184 1.4899 0.59 0.44 0.15
H 4.7095 -0.3015 1.4183 -0.74 -1.35 0.24
H 3.1917 -0.0885 2.2190 -0.20 -0.22 0.39
H 3.5460 0.7403 -0.2090 2.26 3.14 -1.29
H 3.0226 -0.7781 -0.6055 0.24 -2.25 -2.53
H 1.0902 -0.4078 0.7883 -2.30 -3.39 1.52
H 1.5753 1.1185 1.0534 0.25 2.05 2.50
H 1.1442 0.3907 -1.6238 -0.48 0.13 -1.23
H 0.8806 2.0920 -1.0179 1.28 -1.49 0.37
```
Positions in Å, forces in eV/Å.


Entry 2:
Density functional theory data (ωB97M-V/def2-TZVPD) for C12H19N3O9S3W as an isolated structure.

## Properties
<S²>: 2.012
HOMO energy (alpha / beta): -8.193 / -8.652 eV
charge: 0
2S+1: 3

Geometry as XYZ:
```
47
Properties=species:S:1:pos:R:3:forces:R:3
W 0.2188 0.6353 0.3336 -0.06 -0.30 0.12
O -0.1717 2.6509 -0.5094 -0.01 0.05 -0.01
C -0.3575 3.7152 0.4354 0.02 0.05 0.01
C -0.5693 3.1031 1.8188 -0.03 0.03 0.00
N -1.1401 1.7444 1.6780 0.12 0.15 -0.02
C -2.4863 1.7580 1.0370 -0.05 0.00 -0.05
C -2.5187 1.2409 -0.4114 -0.09 0.15 0.08
O -3.4775 1.5173 -1.0895 0.00 -0.16 -0.05
O -1.5055 0.5034 -0.7764 0.02 -0.20 0.10
C -1.1683 1.0135 2.9604 -0.01 0.01 0.01
C -1.3532 -0.4637 2.6343 0.08 -0.10 0.12
O -1.7934 -1.2520 3.4296 -0.06 0.00 -0.03
O -0.9748 -0.7511 1.4079 0.18 0.23 0.01
H 0.5202 2.8660 -1.2022 -0.01 0.04 0.01
H -1.2268 4.2866 0.1084 0.01 0.00 0.00
H 0.5175 4.3641 0.4484 0.00 0.00 -0.01
H -1.2309 3.7361 2.4180 -0.01 -0.01 -0.01
H 0.3770 2.9923 2.3453 0.00 0.01 0.00
H -2.9073 2.7626 1.0563 0.01 0.00 0.01
H -3.1553 1.1124 1.6068 -0.01 0.01 0.00
H -1.9709 1.3651 3.6111 -0.01 0.00 -0.01
H -0.2091 1.1496 3.4649 0.00 0.00 -0.02
O 2.0996 1.4747 3.7719 0.00 0.02 0.05
H 2.8539 1.8988 3.3473 0.00 -0.01 -0.02
H 2.4113 0.5847 3.9706 -0.03 -0.02 -0.01
C -2.0837 -2.8708 -1.7088 0.01 0.01 -0.02
C -0.5981 -2.9102 -1.6149 0.00 -0.03 0.03
C 0.2562 -3.3494 -2.5927 0.04 0.03 0.07
C 1.6336 -3.2947 -2.3336 -0.04 -0.08 -0.09
N 2.1318 -2.7430 -1.2321 0.06 -0.04 0.03
C 1.2945 -2.2473 -0.3383 0.04 -0.12 0.19
S 1.8396 -1.2732 0.9810 -0.23 0.13 -0.29
N -0.0446 -2.4404 -0.4797 -0.12 0.11 -0.12
C 2.6270 -3.8337 -3.3096 0.01 0.04 0.00
H -2.4302 -3.4358 -2.5698 -0.01 0.00 0.00
H -2.3977 -1.8287 -1.8105 -0.01 0.00 0.01
H -2.5412 -3.2706 -0.8034 0.00 -0.01 0.00
H -0.1272 -3.7353 -3.5245 0.00 0.00 -0.01
H -0.6410 -2.0819 0.2800 0.02 -0.05 -0.03
H 2.1522 -4.1846 -4.2227 0.00 -0.01 0.00
H 3.1792 -4.6543 -2.8500 0.00 0.00 0.02
H 3.3492 -3.0520 -3.5439 0.00 -0.01 -0.01
O 1.9333 2.6507 -2.0714 0.01 0.03 -0.05
S 2.4164 1.4382 -1.4184 -0.33 -0.25 0.06
O 1.2381 0.4172 -1.4369 0.47 0.45 -0.11
O 3.6236 0.8665 -1.9077 0.04 0.03 -0.02
S 2.4071 1.8251 0.6130 -0.01 -0.17 0.05
```
Positions in Å, forces in eV/Å.


Entry 3:
Density functional theory data (ωB97M-V/def2-TZVPD) for an isolated ion of composition C9H22NO7P2 and charge -1 in a non-equilibrium geometry.

## Properties
HOMO energy: -5.417 eV
charge: -1

Geometry as XYZ:
```
41
Properties=species:S:1:pos:R:3:forces:R:3
C -3.5809 -2.4737 -0.4109 0.25 0.00 0.01
C -2.1365 -2.0496 -0.6552 -0.14 0.13 -0.17
C -1.9921 -0.5833 -1.0634 0.06 -0.16 0.34
C -2.4581 0.3977 0.0132 0.07 0.17 -0.30
C -2.0483 1.8584 -0.2894 -0.19 -0.04 0.13
N -0.8294 2.3733 0.2886 -0.02 0.03 0.06
C -0.8698 2.5793 1.7143 -0.09 0.00 -0.16
C 0.4267 1.8342 -0.1977 0.11 0.08 0.02
C 0.9541 0.5782 0.5126 -0.18 0.18 -0.09
C 1.9932 -0.1315 -0.3240 1.21 -0.10 0.60
O 1.4712 -0.5236 -1.5737 -0.26 -0.24 -0.41
P 3.5214 0.9000 -0.5796 0.89 -0.06 0.11
O 3.4333 2.1963 -1.2514 -0.38 0.35 -0.19
O 4.1385 1.0457 0.8875 -0.27 0.21 -0.35
O 4.4859 -0.0924 -1.3775 -0.18 0.29 0.01
P 2.6572 -1.6502 0.5304 -0.55 -0.66 0.55
O 3.4212 -2.4026 -0.5111 -0.16 0.05 -0.33
O 3.3172 -1.2792 1.8258 -0.17 0.16 -0.05
O 1.2961 -2.4962 0.8826 0.41 0.16 -0.46
H -4.0054 -1.9443 0.4392 -0.12 0.03 0.08
H -3.6336 -3.5414 -0.2052 -0.09 -0.09 0.03
H -4.1926 -2.2627 -1.2867 -0.13 0.01 -0.08
H -1.5446 -2.2348 0.2436 0.12 -0.02 -0.02
H -1.7137 -2.6694 -1.4487 0.08 -0.06 0.05
H -2.5685 -0.4040 -1.9759 0.01 0.04 -0.09
H -0.9433 -0.4032 -1.2983 0.02 0.05 -0.08
H -2.0561 0.1037 0.9846 -0.03 -0.04 0.12
H -3.5478 0.3545 0.0907 -0.02 -0.03 0.08
H -1.9672 1.9796 -1.3737 -0.08 0.01 -0.03
H -2.8488 2.5240 0.0568 0.01 -0.02 -0.09
H 0.0410 3.0974 2.0121 0.05 0.03 0.12
H -0.9479 1.6565 2.3098 0.03 -0.01 0.05
H -1.7270 3.2117 1.9577 -0.01 0.01 0.09
H 1.1863 2.6172 -0.1123 -0.01 -0.07 -0.11
H 0.3096 1.6107 -1.2586 0.03 0.09 -0.03
H 1.4165 0.8412 1.4673 -0.11 -0.04 0.04
H 0.1383 -0.1230 0.7009 0.00 -0.04 0.05
H 1.9476 -1.3340 -1.8131 -0.01 0.07 -0.15
H 4.0082 0.2003 1.3838 0.00 -0.16 0.31
H 4.3270 -1.0238 -1.1034 0.04 -0.33 -0.11
H 1.1214 -2.3370 1.8085 -0.16 0.00 0.46
```
Positions in Å, forces in eV/Å.


Entry 4:
Density functional theory data (ωB97M-V/def2-TZVPD) for an isolated ion of composition C5H12NO2 and charge +1 in a non-equilibrium geometry.

## Properties
HOMO energy: -14.726 eV
charge: +1

Geometry as XYZ:
```
20
Properties=species:S:1:pos:R:3:forces:R:3
C 2.0893 1.4867 -1.2276 -2.08 0.57 -2.75
C 1.6467 0.3819 -0.7044 -2.35 -1.06 0.26
C 0.2204 -0.1701 -0.8938 0.93 -0.57 -1.68
O 0.1886 -1.4582 -1.4398 -0.09 0.03 -0.94
O -0.5717 0.5939 -1.6769 -1.07 0.34 0.50
N -0.2812 -0.4967 0.5756 -1.09 1.39 -0.08
C -1.4922 -1.3932 0.6831 -0.60 0.44 0.09
C -0.3854 0.6830 1.5082 2.21 0.67 0.75
H 2.9809 1.8993 -0.9972 3.04 0.85 0.88
H 1.6579 2.0328 -2.1219 -0.24 -0.66 1.43
H 2.1731 -0.2714 -0.0590 1.04 -0.09 0.79
H -0.1535 -1.4602 -2.3843 0.63 0.37 1.67
H -0.3596 1.5385 -1.7165 0.22 -0.25 0.33
H 0.5021 -1.0431 0.8896 0.29 -0.45 0.38
H -2.3634 -1.0228 0.0510 1.19 -0.20 1.22
H -1.1691 -2.3238 0.3061 0.10 -1.03 -0.71
H -1.6788 -1.5935 1.7702 -0.23 0.73 -1.03
H 0.6050 0.8215 2.0385 -1.19 -0.78 -0.12
H -0.4186 1.6752 1.0859 -0.64 -0.06 -1.17
H -1.2121 0.5736 2.1882 -0.07 -0.25 0.20
```
Positions in Å, forces in eV/Å.


Entry 5:
Density functional theory data (ωB97M-V/def2-TZVPD) for a 6-piece molecular cluster, C12H24O24S6 overall in a non-equilibrium geometry.

## Properties
HOMO energy: -11.015 eV
charge: 0

Geometry as XYZ:
```
66
Properties=species:S:1:pos:R:3:forces:R:3
O -0.1559 1.0760 1.6900 -2.62 -0.15 -1.23
S -1.4694 0.6687 1.1986 0.14 -1.42 1.06
O -2.3292 -0.1023 2.1135 1.42 2.13 -2.16
O -2.3704 1.8887 0.4203 1.05 -1.57 1.65
C -2.2373 1.6841 -0.9726 -0.21 0.67 -1.71
C -2.1318 0.1887 -1.1577 0.05 -0.80 -1.53
O -1.2279 -0.1941 -0.1879 0.94 0.36 3.50
H -3.0502 2.1354 -1.5415 -0.61 -0.22 0.62
H -1.3971 2.2669 -1.3500 0.60 -0.50 0.16
H -1.6251 -0.2505 -2.0170 -0.27 1.01 -0.79
H -3.0460 -0.4019 -1.0964 -0.48 0.49 0.45
O -3.9860 -5.8988 -8.3814 -1.38 -0.91 0.64
S -5.0244 -6.2918 -7.4691 -1.01 0.32 1.65
O -5.0299 -5.5862 -6.1554 -0.67 -2.24 -3.42
O -6.5266 -6.3306 -8.2189 2.55 0.69 0.38
C -7.2197 -7.5607 -8.0052 -0.80 -0.02 0.47
C -6.3068 -8.5348 -7.2128 -1.91 1.29 1.95
O -5.0858 -7.9245 -7.2867 3.97 1.19 -0.55
H -8.0434 -7.1586 -7.4153 -0.51 -1.10 -0.07
H -7.5261 -8.0042 -8.9525 -0.01 0.40 -0.07
H -6.3278 -9.6115 -7.3812 0.46 0.30 -1.18
H -6.5429 -8.4981 -6.1493 -0.68 0.09 0.20
O 3.4002 1.5719 -4.8561 1.19 1.17 -0.38
S 4.1994 2.7646 -4.9822 1.81 1.39 -1.12
O 4.2591 3.7312 -3.9053 -0.61 -1.31 -1.91
O 5.8152 2.5419 -5.4240 -2.66 -0.30 1.91
C 5.9624 2.6049 -6.8114 3.40 0.01 -0.35
C 4.6938 2.7750 -7.5055 -1.11 -0.49 -0.07
O 3.9267 3.4764 -6.5165 -1.17 -0.75 1.68
H 6.5436 3.4878 -7.0774 0.53 0.00 0.50
H 6.5403 1.7064 -7.0279 -0.14 0.07 -0.72
H 4.3600 1.7846 -7.8149 -1.11 0.14 0.22
H 4.7819 3.4075 -8.3888 -0.13 0.05 0.24
O -2.4794 -5.9645 9.7008 -2.51 2.02 2.02
S -3.4259 -5.0396 10.3622 0.26 -0.34 -4.49
O -3.2877 -4.7165 11.7404 -0.32 0.07 -0.60
O -3.5378 -3.7090 9.3574 0.56 -0.47 1.23
C -4.8513 -3.4939 8.7812 0.84 0.66 0.37
C -5.8027 -4.3837 9.5322 0.31 0.43 -0.11
O -4.9594 -5.4260 9.9237 1.03 -2.46 1.69
H -5.0559 -2.4403 8.9712 -0.10 -0.04 -0.54
H -4.8301 -3.7814 7.7300 0.23 0.31 0.01
H -6.5299 -4.7999 8.8350 -0.16 -0.02 0.39
H -6.2551 -3.8849 10.3892 -0.14 -0.15 0.02
O 9.9328 0.9295 -1.3175 -0.61 -1.38 1.95
S 9.4824 0.4891 -0.0147 -2.23 0.76 0.52
O 10.3968 0.1292 1.0504 -1.19 0.50 -1.53
O 8.3697 1.6142 0.4453 2.49 0.09 -1.43
C 7.4468 1.0771 1.3559 0.17 1.31 0.25
C 7.1739 -0.3456 0.8914 -0.18 0.36 -0.54
O 8.2284 -0.6278 -0.0569 1.67 -0.38 -0.11
H 7.9477 1.2663 2.3054 -0.69 -0.81 0.57
H 6.6094 1.7610 1.2179 -0.31 -0.38 0.49
H 6.2552 -0.4000 0.3074 0.06 0.15 -0.08
H 7.0348 -1.0478 1.7134 0.81 -0.21 -0.10
O 1.5233 8.9269 2.7967 -2.17 -1.05 0.18
S 0.2954 8.2064 2.4887 0.13 -0.34 0.74
O -0.0619 8.1404 1.0830 -0.09 -0.36 2.66
O 0.3155 6.7216 3.2743 -0.43 1.69 -0.40
C -0.4048 6.7946 4.5639 0.74 0.23 -0.36
C -1.0100 8.1985 4.7353 0.80 -0.48 -0.72
O -1.0294 8.6780 3.4149 0.81 1.05 -2.54
H -1.2235 6.0761 4.5244 0.49 -0.28 0.07
H 0.3539 6.6488 5.3328 -0.31 -0.58 -0.01
H -0.4019 8.8804 5.3298 -0.14 -0.19 0.31
H -2.0427 8.1110 5.0729 0.16 0.31 0.06
```
Positions in Å, forces in eV/Å.


Entry 6:
Density functional theory data (ωB97M-V/def2-TZVPD) for one molecule with the formula C17H18N2O3S in a non-equilibrium geometry.

## Properties
HOMO energy: -8.968 eV
charge: 0

Geometry as XYZ:
```
41
Properties=species:S:1:pos:R:3:forces:R:3
C -2.6448 -2.8236 0.2214 -0.09 -0.05 0.07
C -3.6394 -1.7243 0.2500 -0.45 0.55 -0.08
N -4.6337 -1.6973 1.0953 0.55 -1.10 0.42
O -5.3473 -0.5675 0.8530 -0.27 0.75 -0.35
C -4.7820 0.1159 -0.1509 0.76 -0.40 -0.41
C -5.3852 1.3994 -0.5776 -0.04 -0.05 0.11
C -3.6841 -0.5770 -0.5946 -0.43 0.32 0.20
C -2.7050 -0.2010 -1.6521 -0.52 0.10 0.04
O -1.4523 0.1937 -1.0731 0.31 -0.36 -0.14
C -1.3895 1.4131 -0.5353 0.36 0.39 0.13
O -2.2863 2.2145 -0.5734 -0.13 0.05 -0.04
C -0.0582 1.6276 0.1433 -0.23 -0.14 0.07
C -0.0279 0.8372 1.4561 0.14 0.14 -0.02
C 1.3126 1.0028 2.1767 -0.36 -0.02 0.13
C 2.4449 0.4938 1.3640 -0.06 -0.65 -0.07
N 3.4623 1.1801 1.0221 -0.12 0.96 0.37
C 4.3550 0.4654 0.2759 0.17 -0.98 -0.44
C 5.5572 0.9400 -0.2384 -0.07 -0.01 0.03
C 6.3480 0.0847 -0.9759 0.07 0.09 -0.01
C 5.9600 -1.2330 -1.2094 -0.02 -0.14 -0.04
C 4.7703 -1.7259 -0.7097 0.05 -0.08 -0.05
C 3.9725 -0.8726 0.0326 -0.04 0.34 0.14
S 2.4401 -1.1870 0.7894 0.19 0.42 0.03
H -2.7944 -3.4726 1.0788 0.05 -0.09 0.03
H -1.6354 -2.4170 0.2366 0.09 -0.03 0.02
H -2.7623 -3.4066 -0.6914 0.05 -0.08 -0.03
H -6.1653 1.6832 0.1227 -0.08 0.07 0.00
H -4.6140 2.1675 -0.6051 -0.04 0.01 0.00
H -5.8161 1.3051 -1.5735 -0.07 0.03 -0.02
H -2.4602 -1.0555 -2.2863 0.01 0.17 0.03
H -3.0985 0.6234 -2.2544 0.10 -0.17 -0.02
H 0.7380 1.2769 -0.5145 0.02 0.03 -0.03
H 0.0722 2.6918 0.3385 -0.03 -0.03 -0.06
H -0.1953 -0.2208 1.2426 -0.10 0.01 0.04
H -0.8308 1.1847 2.1087 -0.03 -0.07 0.01
H 1.5018 2.0550 2.3948 0.05 -0.05 0.03
H 1.2763 0.4523 3.1207 0.02 0.08 0.03
H 5.8451 1.9617 -0.0500 0.05 0.12 0.02
H 7.2843 0.4391 -1.3801 0.08 0.03 -0.03
H 6.5995 -1.8812 -1.7894 0.05 -0.05 -0.05
H 4.4678 -2.7460 -0.8881 0.02 -0.11 -0.05
```
Positions in Å, forces in eV/Å.


Relative energy (zero: lowest compared OMol25 entry of this formula, charge and spin) list, top to bottom, in kJ/mol: 300.81; 0.00; 1.07; 210.84; 487.41; 115.93